1:
13
Properties=species:S:1:pos:R:3 method="wB97M-V/def2-TZVPD" total_charge=+1 lumo_energy_ev=-3.29 homo_lumo_gap_ha=0.4261
O -0.75 -1.31 -2.44
H -1.68 -1.28 -2.72
H 0.10 -1.10 0.97
H -0.42 -2.09 -2.90
N 0.45 -0.51 0.21
C 0.04 0.93 0.54
N 0.33 1.09 1.94
H 1.46 -0.65 0.20
H 0.07 -0.88 -0.68
H 0.67 1.60 -0.03
H -1.02 0.99 0.36
H -0.40 1.56 2.46
H 1.16 1.65 2.10

---

2:
13
Properties=species:S:1:pos:R:3 method="wB97M-V/def2-TZVPD" total_charge=+1 lumo_energy_ev=-3.51 homo_lumo_gap_ha=0.3956
O -1.08 -0.43 1.93
H -1.62 -1.23 1.82
H -1.26 0.47 0.19
H -0.68 -0.62 2.81
N -0.94 0.18 -0.81
C 0.65 0.68 -0.52
N 1.63 -0.24 -1.06
H -1.60 0.59 -1.44
H -0.84 -0.81 -0.79
H 0.91 0.64 0.54
H 0.69 1.79 -0.94
H 2.58 0.15 -0.91
H 1.71 -1.20 -0.56

---

Which structure loses on stability? 2 does.

---

1:
31
Properties=species:S:1:pos:R:3 method="wB97M-V/def2-TZVPD" total_charge=+3 lumo_energy_ev=-14.09 homo_lumo_gap_ha=0.1729
Al -0.68 1.57 0.07
C -1.09 2.98 1.64
O -1.53 3.81 2.34
C -0.81 2.67 -1.89
O -0.82 3.57 -2.60
C -2.52 0.89 -0.64
O -3.68 0.91 -0.76
C 1.18 1.24 -1.26
O 2.20 1.32 -1.79
C -0.70 -1.23 -4.07
H 0.20 -1.43 -3.50
H -1.62 -1.57 -3.60
C -0.72 0.03 -4.48
H -1.65 0.59 -4.71
H 0.19 0.65 -4.61
N -1.94 -2.06 -0.23
C -0.91 -1.68 0.61
N -0.34 -0.46 0.66
C 0.84 -0.56 1.48
C 1.68 0.52 1.71
C 2.52 0.50 2.82
C 2.55 -0.61 3.67
C 1.74 -1.72 3.43
C 0.91 -1.71 2.31
S -0.32 -2.85 1.83
H -2.66 -2.64 0.22
H -1.71 -2.38 -1.18
H 1.65 1.38 0.97
H 3.13 1.39 2.96
H 3.23 -0.56 4.50
H 1.70 -2.57 4.10

---

2:
31
Properties=species:S:1:pos:R:3 method="wB97M-V/def2-TZVPD" total_charge=+3 lumo_energy_ev=-12.81 homo_lumo_gap_ha=0.2263
Al 0.25 -0.73 -1.10
C 1.31 -2.14 -0.15
O 1.98 -2.83 0.44
C -0.16 -2.57 -2.48
O -0.34 -3.51 -3.12
C 2.04 -0.47 -2.33
O 3.06 -0.54 -2.83
C -1.84 -1.10 -0.70
O -2.93 -1.24 -0.37
C -0.87 1.10 -2.96
H -1.55 1.49 -2.16
H 0.04 1.70 -3.13
C -1.11 -0.03 -3.62
H -0.31 -0.50 -4.25
H -1.97 -0.69 -3.36
N 1.42 2.17 -1.05
C 0.87 1.79 0.19
N 0.32 0.59 0.33
C -0.09 0.31 1.68
C -0.61 -0.91 2.14
C -0.83 -1.04 3.52
C -0.53 0.03 4.36
C 0.02 1.22 3.88
C 0.26 1.37 2.52
S 1.05 2.69 1.64
H 2.25 2.74 -0.84
H 0.79 2.82 -1.52
H -0.83 -1.73 1.42
H -1.23 -1.97 3.91
H -0.71 -0.07 5.42
H 0.27 2.05 4.53

---

Which structure loses on stability? 1 does.